Computed, not measured: C44H60N3O3V as an isolated structure at a distorted geometry, with wB97M-V/def2-TZVPD.

CARTESIAN COORDINATES (ANGSTROEM)
V  -0.265006  -0.987608  -1.009569
C  -0.896599  2.143547  5.930273
C  -1.372062  2.615171  4.548113
C  -0.546114  3.843387  4.160872
C  -2.848661  3.026691  4.639044
C  -1.230838  1.490030  3.524621
C  -0.644345  1.681659  2.301680
C  -0.575734  0.622184  1.365856
N  -0.063041  0.671034  0.140641
C  0.980760  1.505673  -0.294276
C  1.073149  2.883900  -0.185598
C  2.230032  3.541387  -0.589575
C  3.280862  2.756205  -1.071174
C  3.227059  1.373044  -1.203183
C  2.022974  0.716545  -0.852874
O  1.824136  -0.571448  -0.970931
C  4.393953  0.563472  -1.767790
C  4.827260  -0.510732  -0.757376
C  3.952139  -0.106090  -3.078360
C  5.613825  1.436834  -2.064648
C  2.388601  5.060268  -0.521119
C  2.678105  5.618788  -1.921633
C  3.553572  5.419353  0.411334
C  1.128614  5.745729  0.010069
C  -0.956593  -0.736005  1.777597
O  -0.524304  -1.706008  1.084997
C  -1.707843  -0.879383  2.993968
C  -1.790233  0.217169  3.817278
C  -2.338917  -2.203951  3.448471
C  -1.417736  -2.863728  4.483416
C  -2.594629  -3.203116  2.309856
C  -3.700511  -1.920234  4.100543
H  -0.936186  2.971991  6.642340
H  -1.517917  1.339389  6.324519
H  0.131757  1.780596  5.880948
H  -0.592702  4.583831  4.962727
H  0.500612  3.582398  3.994982
H  -0.925872  4.315364  3.252830
H  -2.985902  3.812345  5.387908
H  -3.199547  3.400298  3.675432
H  -3.474739  2.176570  4.916285
H  -0.233965  2.639896  2.024680
H  0.220201  3.434707  0.186390
H  4.191025  3.262330  -1.369890
H  3.996002  -1.169358  -0.517544
H  5.648801  -1.103475  -1.172584
H  5.176554  -0.042255  0.166674
H  3.075531  -0.729139  -2.908315
H  3.693093  0.648959  -3.824651
H  4.761093  -0.726040  -3.479610
H  5.956030  1.966547  -1.172213
H  6.432271  0.802041  -2.413221
H  5.407050  2.172833  -2.845242
H  3.604341  5.209670  -2.327510
H  1.871269  5.357741  -2.609256
H  2.771753  6.708474  -1.890955
H  4.488255  4.975505  0.066323
H  3.689528  6.504272  0.460200
H  3.360629  5.048912  1.420221
H  0.258672  5.520288  -0.609368
H  0.908336  5.438145  1.034868
H  1.271389  6.829256  0.007948
H  -2.318508  0.107445  4.757240
H  -0.444179  -3.078636  4.039493
H  -1.262165  -2.207737  5.343049
H  -1.850464  -3.803754  4.838806
H  -1.671935  -3.625998  1.926095
H  -3.228423  -4.011405  2.688708
H  -3.099852  -2.725299  1.468987
H  -3.615130  -1.317915  5.006606
H  -4.356999  -1.393622  3.404912
H  -4.177284  -2.863497  4.377839
C  0.960273  -3.796811  -1.407048
N  0.367243  -2.611792  -2.030871
C  0.589180  -2.372936  -3.284820
C  0.263065  -1.089421  -3.786865
C  0.346057  -0.465967  -5.039658
C  -0.007501  0.862755  -4.828290
C  -0.287265  0.987084  -3.452816
N  -0.133283  -0.177803  -2.828903
C  0.264641  -5.065617  -1.832218
C  0.904295  -6.033192  -2.594755
C  0.229572  -7.182973  -2.993692
C  -1.094390  -7.370201  -2.631527
C  -1.742785  -6.404449  -1.867705
C  -1.067986  -5.262990  -1.471114
H  0.854862  -3.670261  -0.328344
H  2.030648  -3.843563  -1.622945
H  1.076159  -3.119013  -3.916330
H  0.637349  -0.929778  -5.969695
H  -0.051967  1.650723  -5.563676
H  -0.569415  1.875672  -2.905818
H  1.940605  -5.887405  -2.878489
H  0.741254  -7.928517  -3.589791
H  -1.621689  -8.264000  -2.940700
H  -2.777946  -6.544187  -1.581935
H  -1.569646  -4.503212  -0.881600
C  -4.237557  -0.502217  -0.509015
C  -3.304999  -1.134204  -1.541432
C  -3.721894  -2.576945  -1.831646
C  -3.341844  -0.322821  -2.838394
O  -2.023747  -1.161692  -0.989521
H  -5.255606  -0.413359  -0.897826
H  -3.871361  0.491869  -0.245428
H  -4.257857  -1.105123  0.401391
H  -4.680774  -2.612287  -2.355559
H  -3.809472  -3.144416  -0.902353
H  -2.963665  -3.052086  -2.457107
H  -4.356594  -0.290868  -3.243560
H  -2.675672  -0.760909  -3.584702
H  -3.004584  0.697476  -2.652416

Forces on atoms 1 to 2 (eV/Å):
1.36 0.31 1.55
0.04 0.00 -0.02

The calculation puts the HOMO energy (spin up / spin down) at -3.48 / -4.10 eV. As for the lowest unoccupied orbital energy (spin up / spin down): 2.50 / 1.79 eV. The largest force on an atom comes out at 2.081 eV/Å. The spin multiplicity is 4. The calculated total energy comes out at -3046.81298 hartree. Its frontier orbital gap (spin up / spin down) is 6.0 / 5.9 eV. As for the charge: -1.


Computed, not measured: a 2-piece molecular cluster, C3H9N2O3 overall at a distorted geometry, with wB97M-V/def2-TZVPD.

CARTESIAN COORDINATES (ANGSTROEM)
O  -1.898339  0.880263  0.731516
C  -1.126255  0.107668  0.151197
N  0.139843  -0.163332  0.494034
C  0.608773  0.359946  1.733466
O  -0.044004  -0.168063  2.932117
C  -1.497664  -0.399507  -1.287566
N  -0.381762  -0.897986  -2.111347
H  1.642183  0.854375  -0.231925
H  0.552156  1.459431  1.894651
H  1.660357  0.156971  1.612847
H  -1.954066  0.616763  -1.766937
H  -2.108201  -1.339918  -1.243558
H  0.178632  -0.242863  -2.671483
H  0.182204  -1.613287  -1.618313
H  2.643303  -0.081826  -0.612379
H  -1.031155  -0.295302  2.748147
O  2.433994  0.766661  -0.754474

Forces on atoms 1 to 2 (eV/Å):
-1.14 -0.10 0.56
2.01 0.55 -1.00

The calculation puts the HOMO energy at -3.96 eV. As for the lowest unoccupied orbital energy: 4.05 eV. The largest force on an atom comes out at 5.210 eV/Å. The spin multiplicity is 1. The calculated total energy comes out at -454.94482 hartree. Its frontier orbital gap is 8.0 eV. As for the charge: -1.


Computed, not measured: C24H25BrCl5N3O3RuSi2 as an isolated structure, with wB97M-V/def2-TZVPD.

CARTESIAN COORDINATES (ANGSTROEM)
Ru  -0.340253  0.074731  -0.429903
C  2.239796  -2.151739  0.963086
Si  2.734107  -1.171934  -0.543971
C  4.590844  -0.957136  -0.363410
C  2.530069  -1.838535  -2.275474
N  1.679830  0.305506  -0.538208
C  2.044532  1.595871  -0.536021
C  3.390712  2.063418  -0.489633
C  3.675452  3.394634  -0.463496
C  2.628933  4.337866  -0.484944
C  1.323166  3.935766  -0.545483
C  0.973394  2.567053  -0.588459
N  -0.302639  2.096602  -0.691398
Si  -1.626008  3.298991  -0.885165
C  -1.278625  4.307951  -2.430338
C  -3.334560  2.613434  -1.196971
C  -1.759053  4.276649  0.706216
H  2.455647  -3.215019  0.849317
H  1.197787  -2.035453  1.259850
H  2.847976  -1.781176  1.791553
H  4.980498  -1.978656  -0.351851
H  4.892961  -0.491119  0.572904
H  5.068774  -0.442992  -1.195094
H  2.984201  -2.824117  -2.390142
H  3.066669  -1.158428  -2.940776
H  1.493307  -1.882790  -2.599225
H  4.190848  1.353165  -0.453863
H  4.702764  3.726545  -0.413697
H  2.856016  5.394216  -0.450716
H  0.556364  4.689040  -0.553035
H  -1.150008  3.623369  -3.270823
H  -0.406876  4.954995  -2.401573
H  -2.147081  4.929568  -2.648476
H  -3.397731  1.900312  -2.017235
H  -3.920707  3.489965  -1.482739
H  -3.807305  2.183674  -0.317527
H  -0.953724  4.984124  0.884531
H  -1.767414  3.573785  1.542430
H  -2.699317  4.827732  0.725484
Cl  -5.550519  -0.199341  4.469996
C  -4.043701  -0.040741  3.654863
C  -3.973251  -0.172563  2.276716
Cl  -5.380573  -0.504897  1.339702
C  -2.748515  -0.030100  1.646324
Cl  -2.648619  -0.193118  -0.093580
C  -1.545364  0.244101  2.310006
O  -0.412788  0.387250  1.708748
C  -1.655546  0.371859  3.716842
Cl  -0.206790  0.703451  4.582953
C  -2.868069  0.232681  4.366860
Cl  -2.941992  0.395683  6.077194
Br  1.311926  -6.594828  -3.157578
C  0.209034  -5.964191  -1.757913
C  -0.568710  -6.854599  -1.033657
N  -1.358827  -6.466891  -0.039432
C  -1.383170  -5.176010  0.269181
C  -0.640621  -4.212459  -0.406359
C  0.170956  -4.618239  -1.453413
C  -0.729537  -2.784474  0.042766
O  -1.204636  -2.500207  1.120413
O  -0.221354  -1.902296  -0.803076
H  -0.551846  -7.912146  -1.264955
H  -2.020885  -4.877587  1.090954
H  0.750048  -3.900233  -2.009307

Forces on atoms 1 to 2 (eV/Å):
0.87 -0.10 0.11
-0.08 0.06 -0.01

The calculation puts the HOMO energy (spin up / spin down) at -7.73 / -8.11 eV. As for the lowest unoccupied orbital energy (spin up / spin down): -0.17 / -2.33 eV. The largest force on an atom comes out at 0.879 eV/Å. The spin multiplicity is 5. The calculated total energy comes out at -6868.47420 hartree. Its frontier orbital gap (spin up / spin down) is 7.6 / 5.8 eV. As for the charge: 0.